# 1
ORCA calculation (ωB97M-V/def2-TZVPD) on a molecular structure, C20H16N6O3PdS.

Each line ends with the Löwdin spin population.
Cartesian coordinates (Å):
O 2.03566 3.27106 1.39925  0.00
H -3.13349 1.53791 0.94973  0.00
C 2.57739 -4.50070 -0.29434  0.00
C 3.94712 -4.73765 -0.37631  0.05
C -3.11604 -1.68909 1.97375  -0.01
H 0.61305 -5.34642 -0.07712  0.00
H -0.42834 5.72892 -0.11604  0.00
H -4.60993 -0.14261 2.00510  0.01
O 0.96532 4.27739 2.99995  0.00
H -2.47518 3.64491 -3.25058  0.00
N 1.13713 3.31264 2.31835  0.00
N 0.30089 -1.51851 0.75602  0.43
C -2.06467 6.78465 -1.03128  0.00
H -3.72807 7.58082 -2.12222  0.00
H 1.09000 -3.04480 -0.07999  0.00
C -1.46258 0.22268 0.79866  0.08
H 1.45382 -7.66677 0.07320  0.00
C 1.67512 -5.55252 -0.13560  0.05
C 4.40324 -6.04236 -0.29552  -0.01
H 3.88389 -8.11236 -0.06974  0.00
H -1.42835 -3.00878 1.82053  0.00
O 0.45109 2.24660 2.41883  0.00
C 3.51474 -7.09768 -0.13373  0.06
N 1.20717 -0.60233 0.41295  0.16
Pd 1.57727 1.34016 0.81455  0.02
H -0.84826 0.96282 0.30597  0.01
N 0.22512 2.57722 -1.29638  0.00
S 3.30120 0.42878 -0.40470  0.25
H 4.62400 -3.90512 -0.49814  0.00
C -0.96659 -1.06273 1.05324  0.01
H 5.46618 -6.23594 -0.35356  0.00
H -1.94774 7.66235 -0.41043  0.00
N 2.05991 -3.20958 -0.36118  0.31
C 2.36174 -0.97024 -0.17052  0.11
N 2.84369 -2.16965 -0.55127  0.29
C -2.76417 0.53886 1.14389  -0.01
C 2.14991 -6.84841 -0.05286  -0.01
C -1.21187 5.70694 -0.86159  0.00
C -3.06394 6.73628 -1.99390  0.00
C -1.82084 -2.01743 1.63289  0.08
C -2.36951 4.52725 -2.63437  0.00
H -3.99280 5.57966 -3.54512  0.00
H -3.75639 -2.43109 2.43255  0.00
C -3.59516 -0.40354 1.73589  0.09
C -1.37054 4.58022 -1.66616  0.00
C -0.49512 3.45636 -1.46850  0.00
C -3.21508 5.61186 -2.79414  0.00

2S+1: 3
HOMO energy (spin up / spin down): -7.1976 / -8.4707 eV
F_max: 0.54 eV/Å
ΔE to the lowest compared entry with this formula, charge and spin: 0.418 eV
LUMO level (spin up / spin down): -0.41 / -2.23 eV
Molecular weight: 526.9 g/mol

# 2
ORCA calculation (ωB97M-V/def2-TZVPD) on a molecular structure, C25H48Br2ClN11O20S.

Each line ends with the Löwdin charge.
Cartesian coordinates (Å):
Br -0.43056 -2.36826 -1.60756  0.69
H 4.20903 1.07050 -1.32538  0.08
O -6.59903 -1.19279 -2.99209  0.06
C -0.54932 -2.98022 0.29955  -0.55
O 6.70326 6.43827 0.17822  0.06
H -0.31399 0.80271 -0.73301  0.07
N 3.02135 0.06768 -4.19926  -0.42
H -5.02870 -0.09515 1.54097  0.07
C -2.81716 -1.55580 3.37516  -0.12
H 6.70286 -4.85926 -2.93961  0.10
C 2.26276 -3.30812 6.05838  0.05
H -6.76750 -3.08517 6.51542  0.10
H 2.00427 -2.80605 2.19614  0.06
H -2.56810 8.42364 -3.78919  0.10
H 2.21349 -3.48800 7.13020  0.10
Br 2.21159 -3.10746 -0.73267  0.80
O 2.22376 -5.56553 5.57921  0.06
N -2.13394 -1.09807 0.63761  -0.08
Cl -0.92434 0.91160 2.20076  0.76
H -3.19419 -4.23351 2.22109  -0.10
H 6.77059 -3.32704 -2.01686  0.10
H 0.66934 -4.80895 0.27744  0.10
H 3.79914 -0.89468 -5.88299  0.10
C 2.46368 -0.32664 1.14943  -0.15
C 5.02967 7.45898 1.40400  0.05
H -3.83010 -2.41830 1.03056  0.10
O -3.26004 5.32332 -4.06827  0.03
H -2.25416 3.87065 -3.29766  0.05
C 3.33637 0.73262 -0.69076  -0.11
H -6.20886 0.22440 0.15169  0.06
C 6.37094 3.88641 -1.06921  0.02
O -6.02672 -1.11096 5.01098  0.08
H 5.29373 4.01398 -1.11908  0.10
C -0.07245 -0.69543 1.77872  -0.53
O 1.83812 -0.16350 -4.35591  0.06
N 2.83581 -4.52565 5.42502  -0.45
H -4.88589 0.66784 -4.60809  0.10
C 0.73238 0.58053 -0.39999  -0.05
H -3.84211 0.08399 -0.70228  0.08
H -1.34461 -3.77423 0.25537  0.08
C -0.41025 -1.77915 3.78278  -0.45
H 2.90877 -2.46279 5.83881  0.10
H 4.05002 7.60083 0.95305  0.10
H -3.28282 7.39470 -2.51065  0.10
C -1.52647 -2.28458 2.75964  -0.51
O -2.06651 3.84038 -0.71467  0.08
N -2.64180 6.36402 -4.21186  -0.43
C 0.82647 -3.73403 0.57646  -0.63
O -2.28001 1.73750 -1.18052  0.02
H 1.77372 1.56753 -2.07427  0.08
H -6.05331 -1.48475 0.85657  0.08
H -3.10194 -2.63394 -0.60668  0.08
H -1.80135 -0.43270 -0.05424  0.05
C -3.21951 7.57999 -3.58087  0.05
N 5.65041 6.26962 0.76178  -0.42
N -6.16317 -2.27297 4.68672  -0.43
H -3.68940 -2.24422 3.19584  0.01
H -0.54931 3.58520 -2.79748  0.11
C -1.55058 3.16268 -2.85640  0.05
H -1.54223 2.22848 -3.41160  0.10
H 6.68129 3.53689 -0.08896  0.10
H -3.08777 -0.58767 2.89583  0.06
C 6.24316 -3.88568 -2.78491  0.05
H -2.76172 -1.44576 4.49109  0.10
C -5.88194 0.23450 -4.66753  0.04
O 3.87170 -4.39909 4.79852  0.05
C 1.41779 -3.74872 2.01593  -0.13
O 4.52755 -3.67482 -1.24156  -0.16
C -4.36321 -0.85898 -0.39940  -0.21
O 5.05061 5.21400 0.87391  0.06
N 4.84411 -4.11764 -2.33117  -0.44
H 4.99130 -0.55885 -4.58997  0.10
N 3.56343 0.06706 0.46917  0.05
H 3.78766 -1.86834 -4.37344  0.09
O -1.60038 6.48858 -4.82259  0.08
H -4.20534 7.73641 -4.01310  0.10
C 3.97972 -0.88984 -4.81043  0.06
H 2.67707 -0.85960 2.11353  0.11
N 6.74230 2.83635 -2.05838  -0.43
H -7.13690 -4.09570 5.08538  0.09
O -0.34594 -2.04713 4.94142  0.12
O -5.58713 -2.82585 3.76797  0.04
O 6.24691 1.73519 -1.90229  0.04
O 0.49852 -1.00485 3.07113  -0.04
O -6.41000 0.92062 -2.52917  0.06
H 1.27109 -3.15474 5.63759  0.06
O 3.48423 1.01109 -3.58722  0.04
H 5.66491 8.32209 1.22727  0.10
H -5.86323 -0.70200 -5.21739  0.09
N -2.00357 2.89046 -1.46757  -0.42
C -3.29148 -1.87949 0.20339  -0.23
H -8.09649 -2.61854 5.40177  0.10
H 6.88078 4.80464 -1.32974  0.08
H 0.70863 -3.99528 2.84239  0.05
C -1.05498 -1.86996 1.28844  -0.37
H 4.94731 7.25064 2.46835  0.10
S -2.03675 -4.08026 2.94100  0.82
O 4.11746 -4.73521 -3.08675  0.05
H -4.77145 -1.30550 -1.34959  0.08
H 2.20075 -4.56275 2.03888  0.10
H 6.19838 -3.31931 -3.71275  0.09
C 1.05559 -0.17029 0.84335  -0.20
N -6.33550 -0.03681 -3.27826  -0.44
H -6.58927 0.93035 -5.11316  0.10
C 1.92938 1.01017 -1.11941  -0.04
C -7.11811 -3.08621 5.48578  0.05
O 7.51001 3.14675 -2.94969  0.07
C -5.52160 -0.52103 0.62382  -0.09

HOMO energy: -7.8819 eV
F_max: 3.79 eV/Å
LUMO level: -0.31 eV
Molecular weight: 1050.0 g/mol

# 3
ORCA calculation (ωB97M-V/def2-TZVPD) on a molecular structure, C3H4N4O.

Each line ends with the Löwdin charge.
Cartesian coordinates (Å):
H -3.21122 -0.28690 0.82400  0.06
H -2.13714 -1.91218 0.81474  0.16
C -1.23589 -0.04504 0.03917  -0.57
N 0.14306 1.42645 -0.08338  0.05
N -1.06735 1.29313 -0.21169  0.11
H 2.60833 1.01806 1.52274  0.26
C -2.49734 -0.81566 0.11640  -0.07
N -0.31583 -0.78136 -0.00698  0.21
H -3.10477 -1.21130 -1.01315  0.17
O 2.45233 -1.01254 -0.27441  -0.04
N 0.73706 0.20411 -0.07643  -0.14
C 2.02450 0.11009 0.29380  -0.20

HOMO energy: -10.6757 eV
F_max: 11.10 eV/Å
ΔE to the lowest compared entry with this formula, charge and spin: 8.205 eV
LUMO level: -0.83 eV
Molecular weight: 112.1 g/mol

Which value of F_max does entry 1 give?
0.54 eV/Å

What did the third record say?
ORCA calculation (ωB97M-V/def2-TZVPD) on a molecular structure, C3H4N4O.

Each line ends with the Löwdin charge.
Cartesian coordinates (Å):
H -3.21122 -0.28690 0.82400  0.06
H -2.13714 -1.91218 0.81474  0.16
C -1.23589 -0.04504 0.03917  -0.57
N 0.14306 1.42645 -0.08338  0.05
N -1.06735 1.29313 -0.21169  0.11
H 2.60833 1.01806 1.52274  0.26
C -2.49734 -0.81566 0.11640  -0.07
N -0.31583 -0.78136 -0.00698  0.21
H -3.10477 -1.21130 -1.01315  0.17
O 2.45233 -1.01254 -0.27441  -0.04
N 0.73706 0.20411 -0.07643  -0.14
C 2.02450 0.11009 0.29380  -0.20

HOMO energy: -10.6757 eV
F_max: 11.10 eV/Å
ΔE to the lowest compared entry with this formula, charge and spin: 8.205 eV
LUMO level: -0.83 eV
Molecular weight: 112.1 g/mol

Among the records above, which one has the highest molecular weight?
C25H48Br2ClN11O20S

Among the records above, which one has the lowest F_max?
C20H16N6O3PdS